[1]
Entry from OMol25: the ion C7H17N2O2 with charge +1 at a distorted geometry (wB97M-V/def2-TZVPD).

Geometry as XYZ:
```
28
Properties=species:S:1:pos:R:3:mulliken_charge:R:1
C -0.235 2.118 -2.686 -1.257
C 0.522 2.590 -1.438 -0.538
N 0.990 1.416 -0.643 0.091
C -0.009 0.929 0.356 0.419
N -0.714 1.770 1.144 -0.412
O -0.636 -0.057 -0.254 -0.348
C -0.756 -1.240 0.586 0.076
C -1.061 -2.434 -0.275 -1.560
C 0.742 -1.485 1.137 0.081
C 0.581 -2.445 2.355 -1.236
O 1.321 -0.253 1.306 -0.656
H 0.294 1.342 -3.065 0.454
H -1.078 1.641 -2.295 0.362
H -0.403 3.050 -3.329 0.358
H -0.077 3.260 -0.990 0.364
H 1.250 3.203 -1.891 0.418
H 1.850 1.689 -0.161 0.414
H 1.031 0.720 -1.288 0.284
H -1.677 1.540 1.276 0.278
H -0.209 2.030 1.978 0.263
H -1.232 -1.105 1.541 0.432
H -0.854 -2.334 -1.261 0.457
H -2.092 -2.786 -0.357 0.349
H -0.557 -3.282 0.064 0.357
H 1.280 -1.904 0.327 0.469
H 1.573 -2.632 2.698 0.380
H 0.308 -3.435 2.083 0.403
H -0.151 -1.903 3.081 0.298
```

Energy above the lowest of the compared OMol25 structures with the same formula, charge and spin (kcal per mole): 63.3
Multiplicity: 1
Net charge: +1
Calculated total energy (eV): -14599.7896
Highest occupied orbital energy (spin up / spin down) (eV): -13.06 / -13.06
SMILES: CC[NH2+]C(=[NH2+])O[C@@H](C)[C@H](C)[O-]
Frontier orbital gap (spin up / spin down) (hartree): 0.3546 / 0.3546
Max |F| (eV/Å): 5.84

---

[2]
Entry from OMol25: a structure of composition C7H17N2OS at a distorted geometry (wB97M-V/def2-TZVPD).

Geometry as XYZ:
```
28
Properties=species:S:1:pos:R:3:mulliken_charge:R:1
C 1.282 0.093 0.036 0.357
C -2.661 -1.886 -0.779 -1.325
C -0.355 2.131 -0.986 -2.005
C 0.123 2.078 1.498 -1.520
C 2.290 -1.979 0.820 -1.173
C -1.830 -0.635 -0.992 -0.245
C -0.220 1.302 0.257 1.135
N 1.252 -0.964 0.771 -0.018
N 2.221 0.456 -0.805 -0.310
O -1.197 -0.754 1.589 -0.711
S -1.709 0.243 0.629 0.407
H -2.162 -2.556 -0.078 0.348
H -3.640 -1.631 -0.369 0.365
H -2.806 -2.410 -1.724 0.385
H -1.312 2.655 -0.945 0.446
H 0.422 2.891 -1.037 0.512
H -0.341 1.539 -1.899 0.469
H -0.646 2.833 1.660 0.444
H 0.149 1.434 2.374 0.431
H 1.078 2.590 1.407 0.374
H 3.238 -1.549 1.145 0.379
H 1.988 -2.737 1.536 0.359
H 2.425 -2.451 -0.155 0.374
H -2.330 0.055 -1.665 0.437
H -0.836 -0.875 -1.363 0.281
H 0.365 -1.109 1.307 0.343
H 2.143 1.319 -1.319 0.215
H 3.071 -0.082 -0.912 0.246
```

Energy above the lowest of the compared OMol25 structures with the same formula, charge and spin (kcal per mole): 0.0
Multiplicity: 1
Net charge: +1
Calculated total energy (eV): -23390.6575
Highest occupied orbital energy (eV): -13.09
Frontier orbital gap (hartree): 0.3822
Max |F| (eV/Å): 4.44

---

[3]
Entry from OMol25: the molecule C7H17N2PS at a distorted geometry (wB97M-V/def2-TZVPD).

Geometry as XYZ:
```
28
Properties=species:S:1:pos:R:3:mulliken_charge:R:1
C 3.250 0.473 -0.845 -1.397
C 1.982 -0.149 -1.363 -0.109
C 1.320 -1.220 -0.459 -0.391
C 0.077 -1.809 -1.126 -1.117
C -0.793 -0.678 -1.813 -0.610
C -0.909 0.355 -0.715 -0.107
C -1.432 -0.075 0.462 -0.345
P -1.680 1.146 1.716 0.526
N -1.764 0.293 3.182 -0.744
N -3.333 1.624 1.681 -0.594
S 0.199 2.851 1.642 -0.429
H 4.015 -0.201 -0.511 0.380
H 3.155 1.081 0.085 0.289
H 3.722 1.055 -1.696 0.328
H 1.368 0.669 -1.427 0.166
H 2.083 -0.654 -2.343 0.278
H 1.849 -2.076 -0.227 0.505
H 0.993 -0.818 0.531 0.216
H 0.521 -2.439 -1.939 0.436
H -0.446 -2.404 -0.473 0.459
H -0.416 -0.207 -2.763 0.261
H -1.810 -1.155 -1.869 0.344
H -0.654 1.480 -0.816 0.233
H -1.699 -1.143 0.670 0.294
H -1.410 -0.637 2.976 0.290
H -1.096 0.565 3.864 0.315
H -3.428 2.203 0.928 0.256
H -3.663 1.870 2.642 0.267
```

Energy above the lowest of the compared OMol25 structures with the same formula, charge and spin (kcal per mole): 56.9
Multiplicity: 1
Calculated total energy (eV): -30636.8492
Highest occupied orbital energy (eV): -7.81
SMILES: CCCCC/C=C/P(N)(N)=S
Frontier orbital gap (hartree): 0.2928
Max |F| (eV/Å): 5.10

---

[4]
Entry from OMol25: a cluster of 2 separate species, C7H17N3O in total at a distorted geometry (wB97M-V/def2-TZVPD).

Geometry as XYZ:
```
28
Properties=species:S:1:pos:R:3:mulliken_charge:R:1
C 1.080 -2.211 0.482 -1.662
C 1.488 -1.390 -0.720 0.682
C 0.953 0.053 -0.839 -0.119
C 0.360 -0.434 -2.173 0.252
C -1.135 -0.331 -2.371 -1.312
O 0.782 -1.790 -1.916 -0.477
H 1.602 -1.866 1.384 0.349
H 0.001 -2.146 0.629 0.401
H 1.325 -3.263 0.328 0.387
H 2.570 -1.450 -0.884 0.307
H 1.708 0.847 -0.894 0.327
H 0.228 0.280 -0.147 -0.551
H 0.893 -0.035 -3.046 0.321
H -1.433 0.714 -2.524 0.319
H -1.660 -0.718 -1.484 0.201
H -1.446 -0.917 -3.242 0.387
H 0.622 -0.353 1.582 0.271
N -0.429 -0.343 1.440 -0.592
C -0.862 0.857 1.406 0.727
C -2.336 1.111 1.197 -1.094
N -0.108 1.997 1.547 0.145
N 1.267 2.000 1.748 -0.882
H -2.579 2.176 1.186 0.341
H -2.660 0.660 0.238 0.193
H -2.915 0.617 1.994 0.286
H -0.540 2.904 1.509 0.189
H 1.492 1.497 2.605 0.271
H 1.732 1.534 0.967 0.336
```

Energy above the lowest of the compared OMol25 structures with the same formula, charge and spin (kcal per mole): 51.8
Multiplicity: 1
Calculated total energy (eV): -14049.8739
Highest occupied orbital energy (eV): -9.08
SMILES: C[C@@H]1C[C@H](C)O1.[H]/N=C(/C)NN
Frontier orbital gap (hartree): 0.3660
Max |F| (eV/Å): 2.85

---

> The lowest energy above the lowest of the compared OMol25 structures with the same formula, charge and spin belongs to which entry?

C7H17N2OS

---

> What is the multiplicity in the second record?

1

---

> What is the formula in the fourth record?

C7H17N3O